{
  "formula": "C4H10N2O2",
  "method": "ωB97M-V with the def2-TZVPD basis set",
  "lumo_ev": [-4.37, -8.78],
  "s_squared": 0.757,
  "spin_multiplicity": 2,
  "total_charge": 1,
  "de_lowest_kcal_mol": 107.8,
  "species": ["O", "O", "N", "N", "C", "C", "C", "C", "H", "H", "H", "H", "H", "H", "H", "H", "H", "H"],
  "positions_angstrom": [[-1.258, -0.829, -1.231], [-2.967, -1.248, 0.107], [-0.329, 1.208, 0.117], [1.927, -0.824, -1.040], [1.486, -0.624, 0.299], [0.956, 0.823, 0.627], [-2.100, -0.546, -0.241], [-1.491, 0.505, 0.753], [1.131, 1.137, 1.660], [-2.212, 1.293, 0.968], [2.305, -0.005, -1.520], [2.305, -0.853, 0.990], [-1.919, 0.022, -1.429], [1.695, 1.520, 0.207], [-0.256, 0.862, -0.838], [0.756, -1.403, 0.527], [-1.144, 0.022, 1.662], [1.115, -1.059, -1.620]]
}

{
  "formula": "C22H61N18O11",
  "method": "ωB97M-V with the def2-TZVPD basis set",
  "lumo_ev": 1.65,
  "total_charge": -1,
  "de_lowest_kcal_mol": 0.0,
  "species": ["O", "O", "O", "O", "O", "O", "O", "O", "O", "O", "O", "N", "N", "N", "N", "N", "N", "N", "N", "N", "N", "N", "N", "N", "N", "N", "N", "N", "N", "C", "C", "C", "C", "C", "C", "C", "C", "C", "C", "C", "C", "C", "C", "C", "C", "C", "C", "C", "C", "C", "C", "H", "H", "H", "H", "H", "H", "H", "H", "H", "H", "H", "H", "H", "H", "H", "H", "H", "H", "H", "H", "H", "H", "H", "H", "H", "H", "H", "H", "H", "H", "H", "H", "H", "H", "H", "H", "H", "H", "H", "H", "H", "H", "H", "H", "H", "H", "H", "H", "H", "H", "H", "H", "H", "H", "H", "H", "H", "H", "H", "H", "H"],
  "positions_angstrom": [[1.456, 0.658, -0.809], [4.275, 1.277, 2.877], [-5.007, -3.002, 4.594], [5.420, -1.278, -1.390], [-0.303, 7.701, -1.505], [2.504, 4.418, 0.285], [4.008, 2.512, -4.730], [3.544, -1.557, -4.619], [-5.050, -8.840, 0.251], [-4.639, -4.516, 3.019], [-3.076, -2.415, -1.979], [5.767, -2.601, 0.416], [-5.605, -7.146, 1.661], [-1.554, -4.035, -2.415], [-1.789, 9.396, -1.740], [2.395, 2.419, -1.928], [6.178, 3.090, -4.958], [-7.239, -8.373, 0.598], [2.143, 6.518, -0.479], [3.482, -3.628, -5.533], [-1.898, 7.968, 0.074], [3.063, 1.505, 4.788], [3.606, 6.141, 1.266], [5.546, 0.893, -5.227], [4.542, -0.667, 0.624], [-0.869, -1.948, -1.705], [2.940, 3.076, 3.094], [2.642, 0.269, -2.689], [5.293, -2.942, -4.260], [-3.284, 1.441, 1.472], [-5.187, -3.302, 3.454], [-6.761, -0.375, 1.470], [0.325, -3.767, 1.809], [-5.949, -2.580, 2.358], [4.078, -2.642, -4.800], [5.160, 2.172, -4.958], [0.409, 0.140, 2.100], [-0.867, 0.991, 2.273], [-1.267, 8.318, -1.082], [-4.319, 0.348, 1.137], [2.737, 5.619, 0.343], [-1.912, -2.763, -2.026], [0.281, -1.223, 1.414], [-1.829, 1.100, 1.070], [2.126, 1.096, -1.744], [3.481, 1.918, 3.556], [-6.599, -1.250, 2.724], [-5.899, -8.160, 0.804], [5.244, -1.484, -0.194], [-5.765, 0.796, 1.409], [0.667, -2.374, 2.377], [-0.606, -4.355, -2.447], [-7.494, -9.108, -0.033], [4.860, 0.155, -5.260], [6.507, 0.659, -5.389], [-4.093, -0.552, 1.750], [-6.049, 1.520, 0.611], [-7.780, 0.050, 1.388], [4.425, -0.810, 1.611], [-5.815, 1.339, 2.374], [0.146, -2.242, 3.342], [5.636, -2.805, 1.388], [0.542, -4.578, 2.527], [-2.706, 8.442, 0.430], [3.417, 0.629, 5.125], [-1.816, 0.155, 0.501], [7.136, 2.852, -5.128], [0.905, -3.955, 0.890], [-2.295, -4.660, -2.673], [-3.330, 1.612, 2.565], [2.370, 1.993, 5.323], [3.175, 0.608, -3.469], [-6.613, -0.984, 0.546], [5.735, -3.835, -4.363], [-1.441, 0.635, 3.152], [4.072, 5.504, 1.886], [-0.746, -3.828, 1.540], [-4.736, -4.523, 2.055], [5.696, -2.264, -3.634], [3.809, 7.120, 1.332], [3.195, 3.359, 2.161], [-4.227, 0.062, 0.075], [2.931, 2.749, -2.711], [2.580, -3.426, -5.922], [2.484, -0.716, -2.605], [0.782, -0.059, 3.114], [0.988, -1.238, 0.568], [4.137, 0.165, 0.228], [1.758, -2.332, 2.552], [6.290, -3.235, -0.157], [-5.902, -0.734, 3.416], [-0.521, 2.013, 2.533], [-5.207, -2.527, 1.490], [0.090, -2.233, -1.754], [5.935, 4.040, -4.749], [-1.353, 9.660, -2.604], [-1.554, 7.157, 0.556], [-6.701, -3.322, 2.010], [-1.465, 1.883, 0.380], [-2.589, 9.905, -1.417], [2.280, 7.507, -0.407], [-6.301, -6.594, 2.126], [2.041, 3.067, -1.235], [-7.955, -7.820, 1.031], [1.190, 0.726, 1.590], [-4.641, -6.946, 1.853], [-0.741, -1.430, 1.060], [-1.059, -1.005, -1.414], [1.468, 6.190, -1.149], [2.220, 3.590, 3.564], [3.888, -4.533, -5.673], [-3.596, 2.392, 1.001]]
}

{
  "formula": "C6H11NO",
  "method": "ωB97M-V with the def2-TZVPD basis set",
  "lumo_ev": [4.01, 3.89],
  "s_squared": 0.774,
  "spin_multiplicity": 2,
  "total_charge": -1,
  "de_lowest_kcal_mol": 40.9,
  "species": ["O", "N", "C", "C", "C", "C", "C", "C", "H", "H", "H", "H", "H", "H", "H", "H", "H", "H", "H"],
  "positions_angstrom": [[-0.307, 4.154, -1.191], [-0.234, -4.018, 0.169], [-0.200, 3.185, -0.120], [-0.331, 1.858, -0.460], [0.701, -2.904, 0.063], [0.306, -1.718, 1.010], [-0.260, -0.525, 0.269], [0.223, 0.768, 0.302], [1.192, -1.472, 1.586], [-1.245, -0.742, -0.128], [1.117, 1.060, 0.851], [0.905, -2.535, -0.948], [-0.706, 1.656, -1.462], [-0.170, 5.040, -0.845], [0.026, -4.837, -0.358], [0.325, 3.611, 0.726], [-0.436, -2.137, 1.699], [-1.184, -3.747, -0.043], [1.684, -3.263, 0.376]]
}

{
  "formula": "C17H27NO3",
  "method": "ωB97M-V with the def2-TZVPD basis set",
  "lumo_ev": 0.63,
  "total_charge": 0,
  "de_lowest_kcal_mol": 21.1,
  "species": ["O", "O", "O", "N", "C", "C", "C", "C", "C", "C", "C", "C", "C", "C", "C", "C", "C", "C", "C", "C", "C", "H", "H", "H", "H", "H", "H", "H", "H", "H", "H", "H", "H", "H", "H", "H", "H", "H", "H", "H", "H", "H", "H", "H", "H", "H", "H", "H"],
  "positions_angstrom": [[2.283, 2.465, -0.574], [0.939, -0.334, -0.128], [-2.763, 0.738, 2.043], [0.035, 2.691, -0.587], [4.201, -1.979, 0.400], [-0.731, 2.067, 1.666], [4.537, -1.446, 1.629], [-2.216, 1.844, 1.358], [2.489, -0.196, 1.626], [1.499, 0.201, -2.459], [-3.251, -0.916, 0.281], [3.673, -0.552, 2.239], [-2.926, -2.332, -0.183], [0.645, -0.610, -1.480], [-0.098, 3.141, 0.779], [-3.694, -2.705, -1.445], [1.216, 2.301, -1.123], [3.016, -1.628, -0.227], [2.149, -0.728, 0.383], [1.088, 1.675, -2.507], [-2.433, -0.534, 1.519], [-3.041, -0.216, -0.532], [5.466, -1.720, 2.106], [3.923, -0.123, 3.198], [1.766, 2.205, -3.179], [-3.444, -2.031, -2.262], [0.914, 3.360, 1.126], [-0.189, 1.135, 1.501], [-1.363, -0.603, 1.287], [-2.802, 2.704, 1.695], [-4.766, -2.644, -1.270], [-4.313, -0.835, 0.521], [-0.413, -0.349, -1.590], [0.070, 1.772, -2.888], [-0.694, 4.059, 0.802], [-3.455, -3.720, -1.754], [-0.818, 2.458, -1.069], [1.820, 0.507, 2.094], [-2.367, 1.731, 0.276], [1.407, -0.237, -3.455], [2.543, 0.144, -2.147], [0.748, -1.684, -1.684], [-0.626, 2.345, 2.716], [-3.172, -3.037, 0.614], [4.865, -2.677, -0.089], [-1.852, -2.411, -0.372], [2.788, -2.066, -1.186], [-2.654, -1.234, 2.330]]
}

{
  "formula": "C5H11NO",
  "method": "ωB97M-V with the def2-TZVPD basis set",
  "lumo_ev": 0.71,
  "total_charge": 0,
  "de_lowest_kcal_mol": 77.9,
  "species": ["O", "N", "C", "C", "C", "C", "C", "H", "H", "H", "H", "H", "H", "H", "H", "H", "H", "H"],
  "positions_angstrom": [[-1.714, 1.487, 1.292], [0.444, -0.434, 0.483], [0.796, 0.030, 1.716], [1.353, -0.642, -0.463], [-0.999, -0.586, 0.227], [-1.701, 0.766, 0.093], [1.182, -0.297, -1.905], [1.340, 0.783, -2.061], [-2.745, 0.583, -0.188], [1.939, -0.812, -2.502], [-0.798, 1.445, 1.636], [-1.415, -1.115, 1.091], [0.199, -0.541, -2.321], [1.828, 0.354, 1.795], [0.299, -0.403, 2.577], [-1.143, -1.207, -0.661], [-1.230, 1.333, -0.728], [2.365, -0.744, -0.082]]
}

{
  "formula": "C9H62CdNO23",
  "method": "ωB97M-V with the def2-TZVPD basis set",
  "lumo_ev": -5.92,
  "total_charge": 1,
  "de_lowest_kcal_mol": 75.0,
  "species": ["Cd", "O", "O", "O", "O", "O", "O", "O", "O", "O", "O", "O", "O", "O", "O", "O", "O", "O", "O", "O", "O", "O", "O", "O", "N", "C", "C", "C", "C", "C", "C", "C", "C", "C", "H", "H", "H", "H", "H", "H", "H", "H", "H", "H", "H", "H", "H", "H", "H", "H", "H", "H", "H", "H", "H", "H", "H", "H", "H", "H", "H", "H", "H", "H", "H", "H", "H", "H", "H", "H", "H", "H", "H", "H", "H", "H", "H", "H", "H", "H", "H", "H", "H", "H", "H", "H", "H", "H", "H", "H", "H", "H", "H", "H", "H", "H"],
  "positions_angstrom": [[4.127, -0.098, -2.326], [-5.305, 2.550, 0.121], [-1.870, 3.489, 1.787], [2.438, -1.705, 3.602], [4.293, 2.068, -1.893], [4.621, -0.174, -0.299], [-0.750, 1.749, 3.989], [2.020, 0.099, -1.935], [-0.013, -2.938, 3.889], [-1.183, 5.783, -2.041], [-2.852, 4.282, -0.537], [-0.604, -5.009, 1.485], [-1.460, -2.561, -2.285], [0.716, -2.106, -3.604], [4.069, -3.263, 2.144], [-3.163, -3.816, 0.081], [-2.678, -0.405, 3.820], [-2.514, -2.802, 2.566], [1.367, -4.403, -2.630], [-3.163, 1.549, -5.929], [4.521, -0.240, 2.477], [-2.014, -1.157, -5.905], [2.008, 0.678, 4.727], [3.432, 3.466, 0.508], [0.667, -0.058, -1.420], [1.361, -1.730, 0.310], [-0.882, -0.740, 0.415], [-0.288, 1.183, -3.396], [-1.662, 0.759, -1.476], [0.611, -0.394, 0.033], [-0.237, 1.071, -1.874], [-1.910, 0.404, -0.023], [1.179, 0.675, 1.028], [0.149, 2.475, -1.244], [3.507, -2.849, 2.799], [-2.419, 3.900, 0.227], [3.584, -4.041, 1.869], [-2.522, -4.442, -0.256], [-1.948, 1.411, 0.393], [2.018, 1.234, 0.613], [3.743, -0.693, 2.802], [2.863, 0.616, 5.154], [2.417, -1.459, 0.326], [-1.526, 5.800, -2.935], [-3.175, 3.529, -1.032], [3.409, 3.361, 1.459], [-0.380, 0.252, -3.955], [-3.988, 1.311, -6.351], [-0.450, -5.232, 2.403], [-3.343, -3.179, 2.859], [1.215, 2.587, -1.047], [1.061, -2.560, -0.329], [-2.541, -2.876, 1.612], [-1.251, -1.688, 0.022], [3.947, 2.256, -1.021], [5.226, -0.527, 3.057], [-4.568, 2.440, 0.722], [-1.050, 1.852, -3.797], [-0.324, -3.301, 4.718], [-2.448, 3.035, 2.400], [-3.244, -0.786, 4.491], [-0.958, -0.741, 1.502], [-2.939, 0.046, -0.051], [-0.701, -2.475, -2.862], [0.601, 1.698, -3.761], [1.545, -2.041, 3.676], [-1.127, -1.343, -5.597], [-1.237, 0.979, 3.694], [1.011, -1.855, -4.480], [-2.030, -0.209, -6.034], [1.120, -3.610, -3.106], [-2.004, -0.085, -2.075], [-3.459, -3.335, -0.692], [1.571, 0.187, 1.920], [2.055, 1.482, 4.211], [0.388, 1.342, 1.369], [2.779, 4.142, 0.325], [5.008, 0.603, 0.105], [-0.680, -4.055, 1.479], [-0.991, 3.187, 2.017], [2.435, -0.899, 4.118], [-5.827, 3.253, 0.509], [1.153, -2.177, 1.283], [-2.292, 1.615, -1.720], [-0.139, 3.249, -1.955], [-0.799, -2.874, 3.346], [2.254, -4.228, -2.316], [-1.830, 5.280, -1.545], [4.190, -0.630, 0.424], [0.143, 1.431, 4.123], [0.940, -1.357, -3.052], [4.526, 2.926, -2.249], [-2.457, -1.139, 3.247], [-0.414, 2.719, -0.343], [-3.398, 2.246, -5.316], [-1.280, -1.961, -1.561]]
}

{
  "formula": "C21H23NO4",
  "method": "ωB97M-V with the def2-TZVPD basis set",
  "lumo_ev": 0.41,
  "total_charge": 0,
  "de_lowest_kcal_mol": 27.8,
  "species": ["O", "O", "O", "O", "N", "C", "C", "C", "C", "C", "C", "C", "C", "C", "C", "C", "C", "C", "C", "C", "C", "C", "C", "C", "C", "C", "H", "H", "H", "H", "H", "H", "H", "H", "H", "H", "H", "H", "H", "H", "H", "H", "H", "H", "H", "H", "H", "H", "H"],
  "positions_angstrom": [[1.541, 2.643, 2.554], [1.915, -1.772, -2.530], [-2.220, -2.613, -0.809], [0.743, 1.183, 4.063], [-0.090, -2.003, -1.426], [-0.967, 7.030, 4.533], [0.714, 0.596, 1.757], [1.051, 0.960, 0.456], [0.781, 0.106, -0.594], [0.105, -0.634, 1.993], [0.951, 5.430, 5.044], [-1.982, -3.865, -5.113], [0.600, 4.369, 4.005], [-0.153, -2.528, -4.776], [0.985, 1.481, 2.918], [-0.781, -3.613, -5.617], [0.817, -2.252, -2.450], [-0.276, 6.166, 5.583], [1.835, 3.569, 3.598], [0.180, -1.124, -0.348], [-1.214, -3.505, -2.837], [-2.178, -2.953, -3.926], [-1.401, -1.720, -4.401], [-1.291, -2.691, -1.565], [-0.159, -1.496, 0.949], [0.170, -3.216, -3.418], [0.690, -1.996, -5.207], [0.813, -4.085, -3.559], [-1.388, 6.419, 3.740], [1.643, 6.153, 4.606], [1.521, 1.913, 0.274], [-0.282, -4.104, -6.431], [0.178, 4.834, 3.112], [0.040, 6.804, 6.411], [1.045, 0.384, -1.602], [1.462, 4.945, 5.879], [-0.987, 5.438, 5.979], [2.230, 3.022, 4.460], [-1.235, -0.972, -3.627], [-1.776, 7.597, 4.987], [-1.863, -1.247, -5.266], [-0.630, -2.449, 1.131], [2.607, 4.225, 3.188], [-0.148, -0.901, 3.008], [-0.262, 7.732, 4.093], [-2.692, -4.609, -5.420], [-1.422, -4.552, -2.619], [-3.196, -2.810, -3.576], [-0.141, 3.681, 4.417]]
}

{
  "formula": "C3H3Br2F",
  "method": "ωB97M-V with the def2-TZVPD basis set",
  "lumo_ev": 0.50,
  "total_charge": 0,
  "de_lowest_kcal_mol": 36.8,
  "species": ["Br", "Br", "F", "C", "C", "C", "H", "H", "H"],
  "positions_angstrom": [[-0.727, 0.098, -2.253], [2.304, 0.482, -1.031], [-1.528, 1.063, 0.455], [-0.306, 0.561, 0.764], [0.556, -0.084, -0.791], [-0.038, -0.804, 0.365], [0.250, 1.300, 1.483], [-1.024, -1.143, 0.026], [0.513, -1.473, 0.982]]
}